# 1
Here is C33H32MnN6O2S2Sb as an isolated structure from OMol25. Energies are from ωB97M-V/def2-TZVPD.

Its expectation value of S² is 8.75. The calculation puts the LUMO energy (alpha / beta) at -2.2 / -2.3 eV.

```
! RIJCOSX wB97M-V def2-TZVPD def2/J DEFGRID3
* xyz 1 6
Mn 2.5514 -0.3976 0.0869
N -5.7096 -1.7816 -1.0150
C -4.3644 -2.1244 -0.6686
C -2.7775 -3.4414 -1.4662
C -1.3260 -3.3735 -1.1546
C -0.9120 -2.8278 -0.0157
C -1.8434 -2.3162 1.0370
C -3.8780 -1.5615 0.6831
S 0.6608 -2.0471 -0.0495
O 1.8516 -2.7244 0.4837
O 0.4087 -0.8445 0.7989
N 0.8891 -1.5936 -1.5103
C 2.0221 -1.8896 -2.2381
N 1.8832 -2.5692 -3.3747
C 2.9886 -2.7799 -4.0782
C 4.2429 -2.3341 -3.6788
C 4.2912 -1.6295 -2.5006
N 3.1908 -1.3914 -1.7841
H -6.0235 -2.2516 -1.8551
H -6.3628 -1.9868 -0.2694
H -2.9865 -4.1520 -2.2618
H -0.6235 -3.5556 -1.9609
H -1.3693 -2.3160 2.0153
H -4.6479 -1.0794 1.2825
H 2.8682 -3.3330 -5.0028
H 5.1307 -2.5200 -4.2635
H 5.2199 -1.2194 -2.1208
S 1.5450 1.6393 -0.9625
Sb -0.7230 1.3711 -0.5083
C -1.0525 2.1019 1.4289
C -2.2821 2.6864 1.7168
C -2.5215 3.2101 2.9801
C -1.5322 3.1498 3.9512
C -0.3050 2.5670 3.6632
C -0.0625 2.0449 2.4006
C -2.0422 -0.2861 -0.6070
C -2.4158 -0.8164 -1.7709
C -3.3556 -1.9888 -1.8321
C -3.7698 -3.5287 -0.2924
C -3.2613 -2.9405 1.0426
C -2.4777 -0.8958 0.6961
C -1.6621 2.8159 -1.7073
C -0.9612 3.9761 -2.0343
C -1.5922 4.9815 -2.7506
C -2.9171 4.8300 -3.1411
C -3.6142 3.6753 -2.8188
C -2.9891 2.6632 -2.1008
H -3.0562 2.7481 0.9589
H -3.4763 3.6682 3.2019
H -1.7173 3.5608 4.9349
H 0.4617 2.5185 4.4261
H 0.8937 1.5885 2.1745
H -2.0403 -0.4241 -2.7105
H -3.8547 -2.0096 -2.8004
H -4.3710 -4.4327 -0.2302
H -3.5361 -3.4813 1.9433
H -2.3554 -0.2109 1.5311
H 0.0751 4.0919 -1.7400
H -1.0500 5.8820 -3.0069
H -3.4061 5.6158 -3.7016
H -4.6447 3.5580 -3.1274
H -3.5408 1.7633 -1.8551
C 5.5299 2.3462 3.8967
C 5.2179 1.2068 2.9884
C 5.7575 -0.0608 2.8898
C 5.0818 -0.6889 1.8360
N 4.1842 0.1490 1.3130
N 4.2695 1.2853 2.0420
C 5.2405 -2.0815 1.3209
H 6.2159 2.0203 4.6742
H 4.6279 2.7275 4.3755
H 5.9992 3.1653 3.3511
H 6.5405 -0.4766 3.5001
H 3.7193 2.0880 1.7776
H 6.1128 -2.5493 1.7713
H 5.3722 -2.0907 0.2384
H 4.3669 -2.6920 1.5547
*
```

# 2
Here is one molecule with the formula C6H12N2O from OMol25. Energies are from ωB97M-V/def2-TZVPD.

The calculation puts the LUMO energy at 1.0 eV.

```
! RIJCOSX wB97M-V def2-TZVPD def2/J DEFGRID3
* xyz 0 1
C -1.6250 -0.1748 0.4625
C -0.6276 -1.3685 0.0705
C -1.3206 0.9977 -0.3395
C 0.8640 -1.0594 0.2795
C 0.1280 1.3155 -0.0621
C 1.2317 0.2718 -0.5132
N 3.2938 0.2817 0.3659
N 2.5071 1.0255 -0.1956
O 1.4518 -2.2563 -0.0625
H -2.4874 -0.7987 0.2262
H -1.5917 0.0115 1.5281
H -0.8366 -2.3155 0.5909
H -0.5907 -1.2743 -1.0113
H -1.4318 0.8195 -1.3433
H -1.9541 1.8390 0.0577
H 1.0870 -0.7567 1.2923
H 1.0227 -2.4238 -0.9242
H 0.2059 2.2580 -0.5422
H 0.1292 1.4171 0.9773
H 1.2869 0.0567 -1.5239
H 4.0767 0.8498 0.6720
*
```

# 3
Here is a 10-piece molecular cluster, C30H50O30 overall from OMol25. Energies are from ωB97M-V/def2-TZVPD.

The calculation puts the LUMO energy at 0.0 eV.

```
! RIJCOSX wB97M-V def2-TZVPD def2/J DEFGRID3
* xyz 0 1
C 0.8794 0.1736 0.7108
C 0.0722 -1.1495 0.6581
O -0.6214 -1.0204 -0.5852
C -0.5050 0.2479 -1.0510
O -1.0388 0.6252 -2.0576
O 0.2008 1.0161 -0.2191
H 1.8765 -0.0102 0.3241
H 0.8748 0.5362 1.7351
H -0.7324 -1.2308 1.3860
H 0.8813 -1.8717 0.7535
C -0.4804 -5.2050 2.1686
C -0.0499 -5.8686 3.4601
O 1.2285 -5.2536 3.6824
C 1.2217 -4.0501 3.0903
O 2.1110 -3.2511 3.1412
O 0.2097 -3.9528 2.2166
H -1.5386 -4.9955 2.0504
H -0.1400 -5.7838 1.3089
H 0.0241 -6.9502 3.3944
H -0.7465 -5.6595 4.2742
C 1.1243 4.6272 3.4265
C 0.8141 5.1338 2.0048
O 1.4439 4.2422 1.1194
C 2.0974 3.2846 1.8159
O 2.7598 2.4071 1.3838
O 1.8869 3.4550 3.1294
H 0.2470 4.1663 3.8871
H 1.6179 5.2859 4.1350
H 1.1747 6.1627 1.9445
H -0.2612 5.2009 1.8515
C -0.6252 1.9426 -4.8918
C -0.1678 0.4854 -5.0701
O -0.3363 0.2621 -6.4566
C -1.1646 1.1761 -6.9821
O -1.5793 1.1832 -8.1025
O -1.3879 2.1702 -6.1108
H 0.1746 2.6728 -4.9947
H -1.2854 2.0782 -4.0456
H -0.7421 -0.2009 -4.4415
H 0.8462 0.2759 -4.7255
C 3.0380 -0.3345 3.7121
C 3.1340 0.9318 4.5630
O 3.9145 0.4810 5.6658
C 4.6297 -0.6130 5.3061
O 5.5108 -1.0821 5.9493
O 4.2516 -0.9951 4.0877
H 3.1209 -0.0850 2.6546
H 2.1817 -0.9906 3.8476
H 2.1858 1.2544 4.9881
H 3.6318 1.7613 4.0646
C -4.2990 0.1747 -2.1137
O -5.3202 -0.4767 -2.8300
C -5.4539 -0.2956 -4.1244
O -4.8576 0.4683 -4.8286
O -6.3866 -1.1435 -4.5727
C -6.5580 -1.1715 -5.9772
H -3.3264 -0.1374 -2.5011
H -4.4115 -0.0538 -1.0616
H -4.3588 1.2570 -2.2696
H -7.2564 -1.9481 -6.2660
H -5.6184 -1.2945 -6.5181
H -6.9304 -0.1936 -6.2933
C -3.4829 -2.0985 1.0514
O -2.5775 -3.1045 0.6091
C -3.1046 -4.1462 0.0053
O -4.2410 -4.5048 0.0191
O -2.1077 -4.7108 -0.6879
C -2.3096 -5.9483 -1.3380
H -4.2342 -1.9201 0.2881
H -2.9564 -1.1618 1.2258
H -3.9438 -2.3562 2.0040
H -1.3711 -6.3227 -1.7283
H -3.0304 -5.8379 -2.1550
H -2.8280 -6.6567 -0.6851
C 0.1800 3.9859 -1.6669
O -0.0176 4.1662 -3.0691
C -0.3712 5.3815 -3.4731
O -0.8722 6.2222 -2.7734
O -0.1756 5.4531 -4.7799
C -0.2285 6.7477 -5.3628
H 0.6369 4.8680 -1.2276
H 0.7950 3.1116 -1.4871
H -0.8138 3.8081 -1.2551
H 0.2586 6.7996 -6.3341
H 0.3765 7.4347 -4.7660
H -1.2629 7.0729 -5.4340
C 8.2932 -3.0615 1.8034
O 7.1930 -2.2214 1.4938
C 6.0886 -2.8017 0.9880
O 5.9854 -3.9696 0.7542
O 5.2181 -1.8457 0.8042
C 3.9986 -2.1447 0.1438
H 8.2618 -4.0006 1.2490
H 8.3196 -3.2480 2.8743
H 9.1828 -2.5479 1.4408
H 3.3268 -1.3180 0.3389
H 3.5157 -3.0122 0.6035
H 4.2040 -2.3633 -0.9025
C -2.0087 2.8666 1.2066
O -1.3474 2.6233 2.4482
C -1.4330 1.4257 2.9903
O -2.1560 0.5125 2.7018
O -0.5777 1.3903 4.0163
C -0.7521 0.3440 4.9792
H -3.0837 2.7595 1.3391
H -1.5920 2.3121 0.3687
H -1.8161 3.9110 0.9656
H -1.8023 0.1773 5.2075
H -0.1973 0.6135 5.8713
H -0.3247 -0.5555 4.5333
*
```

So what do the calculations give for max |F|? Going down the list: 0.867; 4.729; 2.195 eV/A.
So what do the calculations give for relative energy (zero: lowest compared OMol25 entry of this formula, charge and spin)? Going down the list: 83.4; 77.1; 0.0 kcal/mol.